No. 1
10
Properties=species:S:1:pos:R:3 method="wB97M-V/def2-TZVPD" spin_multiplicity=2 de_lowest_kcal_mol=12.3 charge=+2 energy_ev=-6765.9853 s_squared=0.758 homo_energy_ev="-21.862 / -19.806" gap_ev="13.30 / 3.11" lumo_energy_ev="-8.562 / -16.694"
Cs 1.7274 0.7511 0.2410
O 0.2841 0.0844 3.1237
H -0.6283 0.3255 2.9637
H 0.4900 -0.5468 2.4342
O -1.4020 0.2463 -0.2641
H -2.1280 -0.2057 0.1659
H -0.8537 -0.4569 -0.6119
O 1.2037 0.0670 -2.6676
H 0.4733 0.4239 -3.1730
H 0.8335 -0.6890 -2.2119

=====

No. 2
13
Properties=species:S:1:pos:R:3 method="wB97M-V/def2-TZVPD" de_lowest_kcal_mol=0.0 charge=+1 energy_ev=-8862.7638 homo_energy_ev=-14.781 gap_ev=11.24 lumo_energy_ev=-3.541
Cs 0.3878 1.7884 0.0260
O 1.5008 -1.4636 -0.3430
H 1.4718 -1.2136 -1.2250
H 0.7118 -1.1396 0.0350
O -0.9942 -0.3126 -1.4260
H -1.2992 0.0394 -2.2380
H -1.7202 -0.6906 -0.9540
O 2.6518 0.2864 1.2010
H 3.4688 0.0784 1.6860
H 2.2008 -0.5616 1.0660
O -2.4132 1.0984 0.6390
H -2.9322 0.3264 0.5300
H -3.0342 1.7644 1.0030

=====

No. 3
6
Properties=species:S:1:pos:R:3 method="wB97M-V/def2-TZVPD" spin_multiplicity=2 de_lowest_kcal_mol=29.4 charge=-1 energy_ev=-18027.5822 s_squared=0.766 homo_energy_ev="-3.135 / -2.628" gap_ev="4.56 / 4.06" lumo_energy_ev="1.421 / 1.437"
Cs -7.9779 14.1521 9.9141
P -8.2956 13.7201 6.5165
O -8.4956 12.4364 7.3847
O -8.0444 15.1133 7.1076
O -9.2227 14.2712 5.4324
O -7.0124 13.8812 5.6455

=====

No. 4
6
Properties=species:S:1:pos:R:3 method="wB97M-V/def2-TZVPD" de_lowest_kcal_mol=11.0 charge=-1 energy_ev=-19574.3502 homo_energy_ev=-2.650 gap_ev=4.08 lumo_energy_ev=1.435
Cs -1.9982 -1.9448 -0.8800
S 0.3934 0.3704 0.1964
O 0.0614 1.6981 -0.2862
O -0.7405 -0.0693 0.9962
O 0.6583 -0.4750 -0.9563
O 1.6256 0.4206 0.9300

=====

No. 5
5
Properties=species:S:1:pos:R:3 method="wB97M-V/def2-TZVPD" spin_multiplicity=3 charge=-1 energy_ev=-60892.5304 s_squared=2.007 homo_energy_ev="-6.897 / -6.651" gap_ev="9.40 / 5.55" lumo_energy_ev="2.500 / -1.105"
Cu 5.2721 10.0754 -8.4039
I 4.9639 7.6190 -6.7521
F 5.0376 10.0024 -10.4943
F 3.2732 10.8564 -7.8695
F 7.4947 10.3892 -8.2245

=====

No. 6
16
Properties=species:S:1:pos:R:3 method="wB97M-V/def2-TZVPD" de_lowest_kcal_mol=48.2 charge=+1 energy_ev=-55032.0172 homo_energy_ev=-12.394 gap_ev=8.55 lumo_energy_ev=-3.843
Cu 6.2300 27.5110 4.2110
O 5.3340 26.3490 3.0650
H 4.5960 25.8250 3.4750
H 5.1550 26.5240 2.1410
O 4.6950 28.2450 5.1690
H 4.4130 27.4980 5.7580
H 3.9030 28.8260 5.1700
O 6.1250 28.5710 7.6150
H 5.4870 28.4520 6.9160
H 5.8980 28.0770 8.3650
O 7.1110 26.5390 5.4320
H 7.8900 26.8870 5.8740
H 6.9200 25.7590 5.9450
O 7.4150 28.8120 3.5520
H 8.2290 28.6090 3.9870
H 7.4240 28.3540 2.7050